1.
17
Properties=species:S:1:pos:R:3:mulliken_charge:R:1 method="wB97M-V/def2-TZVPD" largest_force_ev_per_a=10.3 e_above_lowest_kj_mol=530.08 homo_lumo_gap_ev=9.196
C -0.34594 0.38002 1.63531 0.03
N -1.27155 1.00036 1.02671 -0.50
S -1.59066 0.10602 -0.59371 -0.10
C -0.13500 0.94108 -1.46501 -0.74
C 1.19023 0.64065 -0.84797 -0.48
C 1.59215 -0.85444 -0.73982 -0.36
O 1.69187 -1.17144 0.65929 -0.46
C 0.26811 -0.98125 1.23972 -0.71
H -0.08757 0.73421 2.68629 0.35
H -0.64490 2.03814 -1.53652 0.33
H -0.18533 0.41723 -2.44558 0.37
H 1.36622 1.02310 0.19402 0.36
H 1.95536 1.03728 -1.61982 0.36
H 0.56523 -1.45654 -0.98774 0.28
H 2.59759 -1.07568 -1.06788 0.34
H -0.66244 -1.56027 0.79837 0.39
H 0.49500 -1.24122 2.08354 0.53

2.
17
Properties=species:S:1:pos:R:3:mulliken_charge:R:1 method="wB97M-V/def2-TZVPD" smiles="C[C@H]1N[C@H]1C(=S)CO" largest_force_ev_per_a=5.7 e_above_lowest_kj_mol=385.11 homo_lumo_gap_ev=8.332
C 1.33503 -0.02638 -1.19645 -1.02
C 0.66574 1.39922 -0.68769 -0.07
N -0.76073 1.30480 -0.70256 -0.75
C -0.13979 1.25017 0.58642 -0.06
C -0.24995 -0.02472 1.42295 0.27
S 0.58143 -0.30128 2.77955 -0.24
C -1.17065 -1.10887 0.83652 -0.62
O -0.88964 -1.54097 -0.42828 -0.59
H 1.55027 0.14401 -2.31614 0.32
H 0.75997 -0.89979 -1.18559 0.33
H 2.31538 -0.10476 -0.62985 0.25
H 1.11402 2.36486 -0.85090 0.42
H -1.10512 0.37234 -1.02835 0.39
H -0.35693 2.18648 1.14940 0.37
H -2.37773 -0.88843 0.90474 0.23
H -1.07621 -1.88024 1.67009 0.39
H -0.19507 -2.24643 -0.32385 0.38

3.
17
Properties=species:S:1:pos:R:3:mulliken_charge:R:1 method="wB97M-V/def2-TZVPD" smiles="[H]/N=C/[S@](=C)(=O)C1CC1" largest_force_ev_per_a=4.6 e_above_lowest_kj_mol=637.06 homo_lumo_gap_ev=8.105
H -1.75240 3.10090 -0.18736 0.27
N -1.27656 2.16438 -0.10375 -0.47
C -0.19928 1.97588 -0.65385 -0.09
S 0.92360 0.52313 -0.30818 0.81
C 2.23437 1.02824 0.87297 -0.98
O 1.47704 -0.12954 -1.49249 -0.63
C -0.12134 -0.79048 0.55520 0.04
C -0.83151 -1.52074 -0.46626 -0.71
C 0.22727 -2.19622 0.34106 -0.66
H 0.28794 2.57626 -1.41825 0.38
H 3.13818 1.27145 0.24134 0.28
H 1.97844 1.97407 1.43560 0.26
H -0.61923 -0.22497 1.42718 0.37
H -0.48389 -1.48053 -1.50091 0.27
H -1.83768 -1.75494 -0.27746 0.31
H -0.10305 -2.95476 0.95389 0.31
H 1.02353 -2.43248 -0.33124 0.27

4.
17
Properties=species:S:1:pos:R:3:mulliken_charge:R:1 method="wB97M-V/def2-TZVPD" smiles=N[C@@]12CCS[C@H]1[C@H]2O largest_force_ev_per_a=4.4 e_above_lowest_kj_mol=511.16 homo_lumo_gap_ev=9.274
N -0.52408 -0.08609 1.52193 -0.84
C 0.37505 0.17248 0.39793 0.82
C 0.73621 -1.16970 -0.25070 -0.91
C -0.38392 -1.57833 -1.26607 -0.65
S -1.61351 -0.02553 -1.34709 -0.13
C -0.16221 0.89146 -0.86866 -0.36
C 0.55685 1.70680 0.35042 -0.37
O -0.38748 2.40218 1.19886 -0.53
H -1.34848 0.60170 1.64534 0.31
H -1.09245 -0.91075 1.11630 0.33
H 0.63536 -1.96015 0.66840 0.36
H 1.88439 -1.17981 -0.60953 0.28
H -0.09251 -1.73103 -2.26720 0.42
H -0.81013 -2.52136 -0.87005 0.33
H 0.74023 0.81281 -1.50217 0.27
H 1.45843 2.39124 0.01657 0.29
H 0.02827 2.18408 2.06572 0.36

no.,HOMO level (eV)
1,-8.577
2,-8.817
3,-7.685
4,-8.539